(1)
C5H14 | wB97M-V/def2-TZVPD

The geometry in XYZ format:
```
19
Properties=species:S:1:pos:R:3:nbo_charge:R:1
C 0.053 -2.523 -0.582 -0.610
C -1.127 -1.572 -0.068 -0.405
C -1.176 -0.396 -1.074 -0.614
H 0.839 -2.511 0.190 0.209
H -0.378 -3.511 -0.855 0.206
H 0.497 -2.210 -1.512 0.197
H -0.962 -1.200 0.938 0.202
H -1.979 -2.222 -0.148 0.203
H -0.578 -0.641 -1.918 0.202
H -0.950 0.509 -0.566 0.209
H -2.146 -0.096 -1.511 0.204
C 1.051 1.362 0.596 -0.613
C 0.856 2.754 1.195 -0.618
H 0.803 0.542 1.255 0.200
H 0.490 1.252 -0.317 0.209
H 2.101 1.164 0.370 0.202
H 0.267 3.463 0.609 0.206
H 0.476 2.664 2.187 0.206
H 1.862 3.173 1.211 0.206
```

Results
molecular weight = 74.17 g mol⁻¹
total energy = -198.8467 Ha
SMILES string = CCC.CC
HOMO = -10.941 eV
spin multiplicity = 1
energy above the lowest of the compared OMol25 structures with the same formula, charge and spin = 1.1565 eV

=====

(2)
C2H9NO2 | wB97M-V/def2-TZVPD

The geometry in XYZ format:
```
14
Properties=species:S:1:pos:R:3:nbo_charge:R:1
N 0.302 0.502 -1.413 -0.872
C 1.298 1.453 -0.987 0.089
O 1.897 2.212 -2.018 -0.717
H -0.650 0.799 -1.276 0.366
H 0.423 0.005 -2.277 0.369
H 2.066 0.947 -0.392 0.140
H 0.792 2.152 -0.330 0.166
H 2.323 1.586 -2.616 0.459
C -1.301 -1.841 2.134 -0.247
O -1.810 -1.446 0.868 -0.718
H -1.569 -1.146 2.924 0.162
H -0.212 -1.924 2.116 0.163
H -1.711 -2.819 2.409 0.177
H -1.850 -0.480 0.858 0.463
```

Results
molecular weight = 79.10 g mol⁻¹
total energy = -286.7922 Ha
SMILES string = NCO.CO
HOMO = -9.420 eV
spin multiplicity = 1
energy above the lowest of the compared OMol25 structures with the same formula, charge and spin = 0.7114 eV

=====

(3)
C50H55N7O3P2SeSm | wB97M-V/def2-TZVPD

The geometry in XYZ format:
```
119
Properties=species:S:1:pos:R:3:mulliken_spin:R:1
Sm 14.099 10.141 12.080 5.021
O 10.136 9.496 15.864 0.000
C 11.189 9.081 16.579 0.000
C 11.072 9.060 17.987 0.000
C 12.105 8.647 18.806 0.000
C 13.289 8.238 18.215 0.000
C 13.457 8.277 16.837 0.000
C 12.440 8.694 15.968 -0.002
C 12.688 8.813 14.517 0.004
O 13.864 8.834 14.025 -0.004
N 11.553 8.937 13.766 0.002
N 11.875 9.050 12.422 0.004
C 10.916 8.700 11.584 0.001
C 11.139 8.359 10.208 0.000
C 10.130 7.709 9.437 0.000
C 10.328 7.388 8.132 -0.001
C 11.566 7.629 7.529 0.000
C 12.600 8.201 8.235 0.001
C 12.423 8.634 9.564 0.004
O 13.347 9.402 10.128 -0.014
H 10.333 9.281 14.917 0.000
H 10.102 9.418 18.354 0.000
H 12.032 8.637 19.891 0.000
H 14.106 7.962 18.879 0.000
H 14.431 7.987 16.451 0.000
H 9.883 8.593 11.886 -0.001
H 9.195 7.504 9.939 0.000
H 9.497 6.956 7.559 0.000
H 11.725 7.329 6.483 0.000
H 13.547 8.418 7.721 0.001
C 17.239 11.588 17.006 0.000
C 16.024 10.986 16.333 0.000
C 14.761 11.791 16.742 0.000
P 16.278 10.714 14.488 0.019
C 17.363 12.081 13.766 -0.008
C 16.752 13.497 13.898 0.000
C 18.843 11.984 14.167 0.000
C 17.127 9.086 14.315 -0.004
C 17.833 8.514 15.388 0.001
C 18.472 7.282 15.266 0.000
C 18.312 6.512 14.099 0.000
C 17.575 7.029 13.036 -0.001
C 16.886 8.263 13.141 -0.004
N 16.046 8.731 12.118 -0.005
C 16.046 8.068 10.885 0.011
C 15.667 6.701 10.669 -0.005
C 15.704 6.149 9.395 0.000
C 16.037 6.941 8.296 0.000
C 16.353 8.274 8.464 0.000
C 16.380 8.864 9.726 -0.012
P 16.711 10.646 9.926 -0.005
C 18.619 10.729 9.967 0.001
C 19.283 10.379 8.639 0.000
C 19.296 9.921 11.087 0.000
C 16.357 11.502 8.215 0.001
C 16.740 12.989 8.211 -0.001
C 14.917 11.318 7.737 0.003
H 17.161 11.563 18.105 0.000
H 17.356 12.646 16.736 0.000
H 18.164 11.050 16.742 0.000
H 15.847 9.942 16.676 0.000
H 14.813 12.841 16.367 0.000
H 14.689 11.825 17.831 0.000
H 13.864 11.312 16.341 0.000
H 17.318 11.833 12.675 0.003
H 16.873 13.856 14.940 0.000
H 15.688 13.531 13.620 -0.001
H 17.293 14.202 13.235 0.000
H 19.052 12.659 15.022 0.000
H 19.509 12.289 13.342 0.000
H 19.090 10.964 14.474 0.000
H 17.875 9.037 16.363 0.000
H 19.007 6.849 16.099 0.000
H 18.791 5.534 14.008 0.000
H 17.474 6.494 12.085 0.000
H 15.426 6.101 11.550 0.000
H 15.464 5.075 9.292 0.000
H 16.059 6.472 7.326 0.000
H 16.575 8.855 7.564 0.000
H 18.788 11.796 10.184 0.000
H 19.050 9.323 8.357 0.000
H 20.373 10.488 8.760 0.000
H 18.956 11.052 7.827 0.000
H 19.287 8.843 10.887 0.000
H 18.789 10.082 12.056 0.001
H 20.327 10.279 11.184 0.000
H 17.036 10.979 7.525 0.000
H 16.074 13.523 8.916 0.000
H 16.579 13.393 7.189 0.000
H 17.776 13.158 8.509 0.000
H 14.225 12.012 8.239 -0.001
H 14.519 10.308 7.899 0.000
H 14.864 11.544 6.652 0.000
Se 12.744 12.258 14.044 0.000
C 12.409 13.864 13.374 0.000
N 12.172 14.925 12.883 -0.002
C 13.670 14.731 10.148 0.001
C 14.181 13.544 10.701 0.001
N 13.499 12.398 10.780 -0.010
C 12.255 12.374 10.256 0.007
C 11.661 13.484 9.631 0.000
C 12.439 14.668 9.530 0.001
C 10.383 13.365 8.966 0.000
C 9.382 12.490 9.200 0.000
C 8.997 11.865 10.436 0.000
C 7.846 11.068 10.570 0.000
C 7.575 10.572 11.833 0.000
N 8.348 10.777 12.884 0.000
C 9.391 11.581 12.704 0.001
N 9.708 12.139 11.562 0.000
H 14.268 15.652 10.261 0.000
H 15.164 13.561 11.148 -0.002
H 11.713 11.441 10.365 -0.004
H 12.023 15.531 8.998 0.000
H 10.258 14.144 8.195 0.000
H 8.700 12.238 8.360 0.000
H 7.185 10.886 9.710 0.000
H 6.674 9.969 12.022 0.000
H 10.042 11.794 13.549 0.000
```

Results
charge = -1
molecular weight = 1093.30 g mol⁻¹
total energy = -6289.6132 Ha
HOMO (spin up / spin down) = -4.503 / -4.519 eV
spin multiplicity = 6
energy above the lowest of the compared OMol25 structures with the same formula, charge and spin = 0.0000 eV

=====

(4)
C5H14 | wB97M-V/def2-TZVPD

The geometry in XYZ format:
```
19
Properties=species:S:1:pos:R:3:nbo_charge:R:1
C -1.177 -1.188 1.768 -0.455
C 0.389 -1.081 1.445 -0.709
C -1.945 -0.401 0.685 -0.864
H -1.338 -2.286 1.963 0.183
H -1.212 -0.775 2.785 0.181
H 0.876 -1.559 2.315 0.179
H -1.796 0.643 0.769 0.200
H -1.637 -0.731 -0.311 0.204
H -3.084 -0.520 0.815 0.181
H 0.739 -1.543 0.535 0.196
H 0.614 -0.004 1.334 0.192
C 1.969 1.521 -1.640 -0.701
C 0.587 1.054 -2.069 -0.899
H 2.046 2.537 -1.382 0.192
H 2.194 1.064 -0.694 0.191
H 2.719 1.235 -2.440 0.182
H -0.209 1.088 -1.389 0.206
H 0.649 -0.101 -2.442 0.153
H 0.498 1.523 -2.995 0.188
```

Results
charge = -1
molecular weight = 74.17 g mol⁻¹
total energy = -198.7960 Ha
HOMO (spin up / spin down) = 1.469 / -7.484 eV
spin multiplicity = 2
energy above the lowest of the compared OMol25 structures with the same formula, charge and spin = 0.9943 eV

=====

(5)
C6H8N4 | wB97M-V/def2-TZVPD

The geometry in XYZ format:
```
18
Properties=species:S:1:pos:R:3:nbo_charge:R:1
N -3.401 0.534 0.192 -0.296
C -2.257 0.255 0.223 0.282
C -0.809 -0.200 0.180 -0.046
C -0.619 -1.349 -0.883 -0.204
N 0.614 -0.883 -1.533 -0.620
C 1.303 0.004 -0.692 -0.218
C 0.272 0.875 -0.036 -0.254
C 0.604 1.208 1.380 -0.320
N 0.094 0.220 2.341 -0.058
N -0.547 -0.638 1.577 -0.126
H -1.580 -1.447 -1.559 0.219
H -0.437 -2.259 -0.387 0.203
H 1.178 -1.648 -1.794 0.369
H 2.003 0.644 -1.275 0.212
H 1.849 -0.523 0.124 0.160
H -0.032 1.680 -0.724 0.247
H 0.096 2.205 1.484 0.227
H 1.670 1.322 1.383 0.223
```

Results
molecular weight = 136.16 g mol⁻¹
total energy = -452.3517 Ha
SMILES string = N#C[C@@]12CNC[C@@H]1CN=N2
HOMO = -9.570 eV
spin multiplicity = 1
energy above the lowest of the compared OMol25 structures with the same formula, charge and spin = 2.9937 eV